9
Properties=species:S:1:pos:R:3 method="wB97M-V/def2-TZVPD" e_homo_ev=-1.273 total_charge=-1 homo_lumo_gap_ev=5.37 total_energy_ha=-337.9833
C -2.59389 0.07504 0.06963
C 1.79888 0.03385 0.04737
N -0.33343 -0.54607 -0.73148
N 0.29718 0.00607 0.15861
O -3.07757 -0.96811 0.33437
O -2.59605 1.24897 -0.03624
H 2.18194 -0.27107 -0.93470
H 2.20034 -0.63214 0.81756
H 2.12260 1.05347 0.27489

---

84
Properties=species:S:1:pos:R:3 method="wB97M-V/def2-TZVPD" e_homo_ev=-9.892 homo_lumo_gap_ev=9.13 total_energy_ha=-2989.9497
C -1.20989 -3.53842 2.19596
N -0.41874 -4.35480 3.15932
O 0.78259 -4.29914 3.11327
O -1.04044 -5.08481 3.95729
H -0.74939 -3.58909 1.20931
H -1.14663 -2.53497 2.61689
H -2.28493 -3.69970 2.27574
C -0.45779 1.66670 2.65080
N -1.25122 0.37221 2.98721
O -0.82163 -0.38184 3.88906
O -2.24672 0.05981 2.27469
H -1.05244 2.47142 3.08316
H -0.46828 1.91900 1.59045
H 0.49049 1.60500 3.18468
C 3.26916 1.98375 -2.29383
N 4.39013 2.57666 -3.10228
O 5.53231 2.43504 -2.76859
O 4.08103 3.38288 -3.93318
H 2.52862 1.51788 -2.94394
H 2.83636 2.89148 -1.87336
H 3.62389 1.33915 -1.48961
C 0.76288 4.21695 -3.25319
N 0.02059 4.56557 -4.47595
O -0.02075 3.74407 -5.42865
O -0.43393 5.71973 -4.54485
H 0.50328 3.20621 -2.93838
H 0.30697 4.79020 -2.44596
H 1.79727 4.49042 -3.46138
C 3.66942 -3.40280 1.38989
N 2.86833 -3.45329 0.11557
O 3.36463 -3.13899 -0.90816
O 1.67841 -3.65379 0.30716
H 4.67824 -3.69738 1.10072
H 3.20407 -3.84803 2.26928
H 3.58834 -2.36139 1.70131
C -3.67283 2.84666 -2.29782
N -3.34812 1.65860 -3.17560
O -2.20388 1.26966 -3.19814
O -4.30723 1.10660 -3.67117
H -3.35807 3.77636 -2.77183
H -2.96787 2.66573 -1.48640
H -4.69151 2.92732 -1.91847
C -0.21483 -5.46457 -1.43343
N -0.06123 -6.55925 -0.51655
O -0.78105 -6.52582 0.41342
O 0.78486 -7.45378 -0.69218
H -0.96562 -4.81447 -0.98423
H -0.53524 -5.95189 -2.35428
H 0.79518 -5.14260 -1.68703
C -0.86336 -1.33743 -1.55357
C -1.37934 -0.77098 -0.28707
O -0.23388 -0.66946 0.42829
S 0.89842 0.02382 -0.46070
O 2.25834 -0.25307 0.05990
O 0.57172 1.44612 -0.62145
O 0.42743 -0.76801 -1.83037
H -1.53621 -1.15150 -2.39071
H -0.62517 -2.39440 -1.43442
H -2.16246 -1.35586 0.19536
H -1.76741 0.24624 -0.33973
C 4.19885 3.61409 0.85128
O 3.04075 3.37393 0.69040
N 5.09495 2.93854 1.58679
C 6.43616 3.37455 1.72993
C 4.55586 1.74263 2.34646
H 4.70323 4.48767 0.41010
H 7.25542 2.69407 1.49783
H 6.61497 3.79688 2.71874
H 6.61997 4.26502 1.12879
H 4.60825 1.87914 3.42661
H 3.55008 1.44481 2.05015
H 4.97994 0.77379 2.08264
C -4.91882 0.25349 0.33163
O -4.31499 -0.22553 -0.59875
N -5.90150 -0.41340 0.96984
C -6.34186 -1.76216 0.80029
C -6.55000 0.29910 2.11622
H -4.72659 1.19166 0.87485
H -5.89292 -2.32060 -0.02112
H -7.42760 -1.85561 0.77733
H -5.92932 -2.28810 1.66127
H -7.48796 0.77867 1.83632
H -6.65359 -0.39373 2.95130
H -5.94816 1.08134 2.57880

---

76
Properties=species:S:1:pos:R:3 method="wB97M-V/def2-TZVPD" e_homo_ev="-17.360 / -17.359" total_charge=+3 spin_multiplicity=2 homo_lumo_gap_ev="8.04 / 3.33" total_energy_ha=-6322.5224
Ca -1.10702 -1.60907 -2.08167
Ca 1.52617 1.25407 -3.78625
As 2.76790 -2.00648 -1.38907
F 4.55557 -2.08571 -1.04168
F 2.40424 -3.17515 -0.09539
F 1.04545 -2.06342 -1.88151
F 3.17125 -0.78325 -2.61733
F 2.99283 -3.24696 -2.70068
F 2.60749 -0.62758 -0.27104
C -0.39909 0.94387 -0.59581
O -0.58250 -0.37840 -0.06184
O -0.12969 0.65277 -1.98440
C -1.69453 1.80803 -0.12301
F -2.81636 1.28261 -0.52280
F -1.90372 1.88849 1.18195
F -1.72339 3.03807 -0.62425
C -0.22862 -0.60814 1.33123
C -0.16714 -2.06865 1.71323
H -1.10775 -2.51308 2.03855
H 0.05856 -2.67450 0.83566
H 0.70187 -2.23499 2.34982
H -0.84588 -0.07888 2.05716
H 0.67916 -0.04780 1.55498
H 0.53418 1.26204 -0.13118
C 2.54742 2.53439 2.26194
C 3.21112 3.32531 1.13284
C 4.70846 2.99267 0.88864
O 4.76639 2.37643 -0.35111
C 3.57378 2.36462 -0.93098
O 3.25047 1.93666 -2.05800
O 2.62352 2.88872 -0.11594
H 2.82477 2.93532 3.23684
H 2.56743 1.44918 2.16183
H 1.48989 2.79655 2.29364
H 2.88162 4.36017 1.22556
H 5.13641 2.31086 1.62356
H 5.25379 3.91966 1.06589
C 2.20685 -7.42075 -1.27812
C 0.75973 -6.99564 -0.91032
C 0.54270 -6.45181 0.45146
O -0.27839 -5.27979 0.19926
C -0.42249 -5.04934 -1.16145
O -0.86501 -3.95723 -1.64527
O 0.29278 -6.00072 -1.86833
H 2.07587 -7.83380 -2.27829
H 2.69983 -8.15366 -0.63943
H 2.76463 -6.50079 -1.45319
H 0.23831 -7.93187 -1.10953
H 1.50114 -6.26364 0.93530
H 0.16850 -7.25111 1.09116
C -5.35646 0.17385 3.12528
C -4.22495 -0.79039 2.58903
C -4.64058 -2.25422 2.41700
O -3.81201 -2.66643 1.22761
C -3.51266 -1.60731 0.60042
O -3.03298 -1.59636 -0.47447
O -3.94355 -0.45856 1.19308
H -5.18869 1.21603 2.85359
H -5.44046 0.16520 4.21201
H -6.25532 -0.14995 2.60059
H -3.39781 -0.68634 3.29125
H -5.71994 -2.38587 2.34118
H -4.33640 -2.87146 3.26234
C -1.87487 6.91223 -2.42923
C -0.37311 6.59187 -2.06986
C -0.15922 5.69019 -0.73267
O 0.25930 4.37857 -1.16449
C 0.36806 4.37989 -2.55554
O 0.60906 3.31780 -3.10292
O 0.20489 5.68082 -3.03679
H -2.57182 7.35104 -1.71522
H -2.33413 5.93855 -2.59989
H -1.79399 7.38351 -3.40874
H 0.21308 7.51081 -2.07464
H -1.08883 5.53482 -0.18516
H 0.54524 6.21338 -0.08606

---

14
Properties=species:S:1:pos:R:3 method="wB97M-V/def2-TZVPD" e_homo_ev=-12.714 total_charge=+1 homo_lumo_gap_ev=8.77 total_energy_ha=-534.8814
N -2.66597 0.44860 0.09586
H -2.86330 1.44535 0.13494
H -3.07052 0.00414 0.92146
H -3.10054 0.07338 -0.74747
H -1.63451 0.24964 0.04211
C 2.14491 0.83198 0.49967
S 0.47703 0.40079 -0.05955
C 0.78864 -1.30292 -0.60551
H 2.43840 0.16601 1.30878
H 2.14677 1.84916 0.87959
H 2.82803 0.74763 -0.34111
H -0.14935 -1.74971 -0.92204
H 1.47762 -1.30374 -1.44571
H 1.18280 -1.86031 0.23900

---

45
Properties=species:S:1:pos:R:3 method="wB97M-V/def2-TZVPD" e_homo_ev=-10.056 homo_lumo_gap_ev=10.49 smiles="CC(=O)OCCCCC[C@@]1(CCCBr)COC(=O)O1.ClC(Cl)Cl" total_energy_ha=-4877.4473
C 3.23025 1.94065 1.30567
C 3.52819 1.69336 -0.15168
O 4.42844 2.14972 -0.72589
O 2.61412 0.89707 -0.73270
C 3.07990 0.25105 -1.92323
C 2.19642 -0.94596 -2.22096
C 2.16255 -1.99580 -1.09929
C 0.93325 -2.92923 -1.23838
C -0.20554 -2.69304 -0.21769
C -0.61462 -1.25805 0.04048
C -1.11310 -0.41958 -1.17465
C -2.63636 -0.17555 -1.27575
C -3.13518 1.03572 -0.47683
Br -4.65614 0.49934 0.67771
C -1.66912 -1.37639 1.17015
O -1.55772 -0.18340 1.92404
C -0.34539 0.33855 1.69091
O 0.09141 1.26782 2.17495
O 0.29219 -0.40013 0.75901
H 4.15862 2.20567 1.79372
H 2.76626 1.04837 1.71062
H 2.51841 2.76312 1.34082
H 4.12287 -0.05555 -1.84446
H 3.01659 0.96852 -2.74312
H 1.21165 -0.57451 -2.49835
H 2.59933 -1.42170 -3.11508
H 3.04064 -2.62033 -1.26939
H 2.28133 -1.56766 -0.10838
H 0.60171 -2.92603 -2.27672
H 1.29225 -3.94169 -1.05229
H -1.09211 -3.20648 -0.59669
H 0.07656 -3.20794 0.69406
H -0.85437 -0.96585 -2.07998
H -0.60601 0.53868 -1.17824
H -3.20668 -1.07115 -1.06416
H -2.83023 0.03587 -2.32738
H -3.55119 1.79891 -1.11389
H -2.40241 1.44464 0.20560
H -1.28456 -2.14329 1.85286
H -2.66083 -1.72192 0.91248
C -3.08336 3.34936 3.18063
Cl -3.89993 1.92095 3.80827
Cl -4.20794 4.36668 2.27327
Cl -2.32694 4.26647 4.48550
H -2.30322 3.02072 2.50447

---

80
Properties=species:S:1:pos:R:3 method="wB97M-V/def2-TZVPD" e_homo_ev="-7.018 / -7.022" spin_multiplicity=6 homo_lumo_gap_ev="6.77 / 6.75" total_energy_ha=-10827.7717
Mn 0.59492 0.47089 -0.35577
S 0.27759 1.78472 1.88275
C -1.00698 1.22392 2.94423
C -1.32897 2.01073 4.06208
C -2.31625 1.63521 4.94774
C -3.02831 0.45269 4.76365
C -2.72420 -0.34085 3.67318
C -1.73089 0.03716 2.77207
As -1.29583 -1.08201 1.26856
C -2.97894 -1.19821 0.30735
C -3.90017 -0.15966 0.36331
C -5.02778 -0.18731 -0.44795
C -5.24776 -1.25506 -1.30580
C -4.33033 -2.29433 -1.36292
C -3.19334 -2.25906 -0.56975
C -1.20361 -2.82577 2.12188
C -0.01779 -3.10496 2.80160
C 0.15811 -4.31528 3.45398
C -0.85341 -5.26630 3.42656
C -2.03570 -4.99232 2.75911
C -2.21396 -3.77629 2.11309
H -0.78191 2.92983 4.21918
H -2.53326 2.27209 5.79689
H -3.80090 0.15937 5.46106
H -3.26218 -1.27084 3.51730
H -3.74240 0.67368 1.03952
H -5.74100 0.62575 -0.40068
H -6.12882 -1.27521 -1.93359
H -4.49034 -3.12833 -2.03413
H -2.46830 -3.06418 -0.64036
H 0.76989 -2.35834 2.84922
H 1.08031 -4.51167 3.98496
H -0.72073 -6.21363 3.93010
H -2.83084 -5.72615 2.74479
H -3.14832 -3.57633 1.60148
Se -0.30113 -0.28235 -4.05002
Se -2.22532 0.28928 -2.87376
C -1.69835 2.02847 -2.27905
C -2.36777 3.11029 -2.83210
C -2.06993 4.38456 -2.37271
C -1.10142 4.52057 -1.39753
C -0.47124 3.37980 -0.92041
N -0.76720 2.14534 -1.33377
C 0.21294 -1.77128 -2.96132
C 0.41269 -2.98450 -3.61242
C 0.82911 -4.08075 -2.87851
C 1.01160 -3.93087 -1.51264
C 0.77469 -2.68575 -0.95582
N 0.39368 -1.61649 -1.65540
H -3.09566 2.94947 -3.61340
H -2.57815 5.24679 -2.78393
H -0.81183 5.48401 -1.00545
H 0.28498 3.45551 -0.15332
H 0.22027 -3.05989 -4.67292
H 0.99170 -5.03262 -3.36536
H 1.31962 -4.74930 -0.87908
H 0.89354 -2.53591 0.10929
C 4.20969 3.29734 1.11601
C 2.99151 3.58727 0.26837
O 2.48111 2.38287 -0.31977
P 2.85359 1.88982 -1.82867
O 2.09772 0.58003 -1.85752
Te 2.37575 3.53315 -3.42610
O 4.40745 1.52161 -1.73709
C 5.48705 2.20731 -2.39218
C 5.88029 1.47546 -3.65308
H 4.61863 4.22652 1.51353
H 4.98390 2.80606 0.52999
H 3.94809 2.65696 1.95741
H 3.19778 4.30399 -0.53616
H 2.17782 3.97483 0.88503
H 6.29759 2.22447 -1.65987
H 5.17279 3.23296 -2.60764
H 6.12120 0.43649 -3.43436
H 6.75745 1.94572 -4.09927
H 5.06710 1.50879 -4.37536
N 2.33781 -0.50252 0.82615
H 3.17039 -0.38509 0.25669
H 2.35823 -1.43209 1.22771
H 2.35261 0.16975 1.59116

---

29
Properties=species:S:1:pos:R:3 method="wB97M-V/def2-TZVPD" e_homo_ev=-12.635 total_charge=+1 homo_lumo_gap_ev=9.02 total_energy_ha=-700.0775
C -1.63435 -1.55559 0.29797
C -1.03345 -0.79271 2.17058
C -0.21783 -0.21760 1.22217
C 0.72832 1.22505 2.75675
C -1.01890 -0.44881 3.55943
C -0.86767 -0.40377 -2.45002
C 1.18965 -1.62755 -1.82505
C 0.53891 2.07461 -1.71591
C 0.34591 -0.38436 -1.64829
N -1.99390 -1.56079 1.51308
N 0.58595 0.85284 1.48106
N -0.49422 -0.75453 0.00439
N 0.11050 0.54408 3.70404
N 1.08505 0.73573 -1.44381
O -1.60690 -0.59409 4.57960
H -2.29321 -2.12076 -0.47418
H 1.38782 2.12197 2.97633
H -0.75370 0.41340 -3.22964
H -1.82968 -0.11456 -1.93936
H -1.03618 -1.33027 -2.87448
H 0.62149 -2.39873 -2.33611
H 1.61205 -2.11240 -0.84232
H 2.06316 -1.46275 -2.51988
H -0.14993 2.39596 -0.95372
H 1.31113 2.78261 -1.60366
H 0.20759 1.99459 -2.74411
H 0.39754 0.86356 4.61709
H 1.90393 0.61156 -0.86245
H 0.84091 1.26332 0.58051

---

73
Properties=species:S:1:pos:R:3 method="wB97M-V/def2-TZVPD" e_homo_ev="-12.684 / -12.684" total_charge=+2 spin_multiplicity=2 homo_lumo_gap_ev="4.68 / 4.92" total_energy_ha=-2753.0509
Re -2.11555 -0.51096 -1.03961
O -5.18323 -1.62401 -3.58973
C -4.20603 -1.20609 -3.05127
N -3.89207 -1.23019 -1.67745
C -4.74142 -1.89685 -0.75256
O -5.68497 -2.57919 -0.99779
C -4.29999 -1.60473 0.65058
C -5.07059 -1.96937 1.72325
C -4.65662 -1.60018 2.99750
C -3.48049 -0.88196 3.13607
C -2.73712 -0.56692 2.01494
N -3.13569 -0.93059 0.78287
C -3.12907 -0.50228 -3.83011
C -3.29746 -0.26759 -5.17428
C -2.33124 0.45862 -5.85151
C -1.22528 0.91164 -5.14604
C -1.10761 0.61885 -3.80427
N -2.04365 -0.08726 -3.13989
H -5.98077 -2.52364 1.53714
H -5.24807 -1.86517 3.86448
H -3.12649 -0.56228 4.10624
H -1.78509 -0.05040 2.08809
H -4.19177 -0.64724 -5.65047
H -2.44561 0.67950 -6.90550
H -0.45689 1.50659 -5.62212
H -0.24483 0.95198 -3.24596
S -0.87896 -2.43867 -0.74327
C 0.65506 -1.70996 -1.09832
N 1.69623 -2.56658 -1.04191
N 2.85778 -2.34048 -1.48062
C 3.38750 -1.50624 -2.50945
C 2.64434 -1.08444 -3.61089
C 3.27944 -0.38099 -4.61262
C 4.63656 -0.07547 -4.51399
C 5.37183 -0.51701 -3.42392
C 4.75194 -1.24772 -2.42644
N 0.80659 -0.39069 -1.15817
N -0.26382 0.28123 -0.88455
C -0.07092 1.69221 -0.72486
C -1.16335 2.40760 -0.24811
C -1.07189 3.77393 -0.06296
C 0.11615 4.42779 -0.36257
C 1.20638 3.70995 -0.84266
C 1.12273 2.33903 -1.02326
H 3.53012 -2.98747 -1.07660
H 1.60490 -1.35497 -3.71508
H 2.72386 -0.08082 -5.49272
H 5.12426 0.48867 -5.29990
H 6.42934 -0.29902 -3.35361
H 5.32121 -1.60968 -1.57516
H -2.09175 1.89140 0.00025
H -1.91560 4.32637 0.32916
H 0.19184 5.49830 -0.21999
H 2.13136 4.22186 -1.07598
H 1.96860 1.77238 -1.38998
N 0.90122 -2.62644 2.93111
C 1.08167 -1.33605 3.28472
S 0.77326 -0.08742 2.17733
N 1.53926 -1.17160 4.53863
C 1.81845 0.04811 5.24363
C 3.04651 0.16124 5.87484
C 3.36250 1.32324 6.56456
C 2.44849 2.36136 6.62984
C 1.20562 2.22573 6.02358
C 0.88530 1.06669 5.33631
H 0.56102 -2.82241 2.01304
H 1.07705 -3.39438 3.55859
H 1.84457 -2.00510 5.01655
H 3.76126 -0.65501 5.82375
H 4.32929 1.42007 7.04094
H 2.69731 3.27048 7.16346
H 0.47598 3.02141 6.10107
H -0.09284 0.93929 4.89360

---

13
Properties=species:S:1:pos:R:3 method="wB97M-V/def2-TZVPD" e_homo_ev=-8.502 homo_lumo_gap_ev=8.54 total_energy_ha=-340.6459
N 0.95498 -0.73003 -1.40951
C 0.28843 -0.06465 -0.35324
C -0.98658 -0.67363 0.17178
C -1.10659 -0.13205 1.38704
C 0.18520 0.56867 1.80711
O 0.00350 1.36147 -0.65129
N 1.04655 0.09746 0.88941
H 0.34947 -0.78509 -2.22312
H 1.80124 -0.23808 -1.67985
H -1.61774 -1.37110 -0.38005
H -1.96285 -0.18217 2.04597
H -0.89804 1.58926 -0.37608
H 1.94244 0.55994 0.77184

---

54
Properties=species:S:1:pos:R:3 method="wB97M-V/def2-TZVPD" e_homo_ev="-12.389 / -12.377" total_charge=+1 spin_multiplicity=2 homo_lumo_gap_ev="8.91 / 3.10" total_energy_ha=-26622.8559
Br 2.21616 1.16198 -4.44187
C 2.06312 -0.83306 -4.55245
C 2.13880 -1.36644 -3.09718
Br 2.36624 -3.33870 -2.95169
H 2.93665 -1.20752 -5.08614
H 1.15900 -1.09673 -5.10122
H 1.25956 -1.07897 -2.52064
H 3.04066 -0.95228 -2.64638
Br 3.01843 1.42227 2.88683
C 2.87830 0.57214 4.72580
C 2.33011 -0.90807 4.55462
Br 2.17883 -1.90341 6.29281
H 2.18048 1.18254 5.29899
H 3.84949 0.43556 5.20144
H 2.86560 -1.51138 3.82157
H 1.35217 -0.74227 4.10270
Br -0.26574 1.09292 -1.63457
C 0.65385 0.20234 -0.08353
C -0.33190 0.36971 1.07756
Br -0.35051 -1.05226 2.41448
H 1.54192 0.73869 0.25077
H 0.79920 -0.84534 -0.34688
H -1.39688 0.40261 0.84771
H -0.13631 1.32001 1.57431
Br -3.22726 -0.90397 -0.84915
C -5.11456 -1.15853 -1.67452
C -5.12761 -1.54205 -3.15795
Br -7.00823 -1.32764 -3.76304
H -5.59236 -0.18141 -1.60350
H -5.65145 -1.93866 -1.13485
H -4.75797 -2.53882 -3.39860
H -4.58539 -0.84077 -3.79223
Br 1.11387 4.71275 4.95233
C -0.22330 3.23430 4.62594
C -0.98967 3.71553 3.37260
Br -2.46878 2.49158 2.89806
H -0.92421 3.18098 5.45901
H 0.22575 2.27467 4.36992
H -0.30667 3.76047 2.52431
H -1.44269 4.70133 3.47783
C -2.43179 1.46143 -4.16316
N -3.77935 1.89531 -4.63543
O -4.36802 1.08636 -5.38296
O -4.20624 3.04078 -4.42184
H -2.26516 2.21859 -3.39698
H -1.72865 1.46501 -4.99603
H -2.64415 0.47491 -3.75110
C 4.44149 -3.53922 1.48865
N 3.81666 -2.48991 0.64901
O 4.30923 -2.14524 -0.40825
O 2.71851 -2.00321 1.03417
H 3.76920 -4.36785 1.71111
H 4.72723 -2.97622 2.37718
H 5.37424 -3.82481 1.00231

---

18
Properties=species:S:1:pos:R:3 method="wB97M-V/def2-TZVPD" e_homo_ev=-8.553 homo_lumo_gap_ev=9.49 smiles=CN[C@@H]1OC1(C)C total_energy_ha=-327.0241
C -0.44840 2.16996 -1.29440
N -0.63976 0.70986 -1.25967
C -0.93502 0.02576 -0.02511
O -0.72971 0.74389 1.13337
C 0.18467 -0.64072 0.62662
C 1.52312 -0.76892 -0.09008
C -0.03080 -1.61940 1.73633
H -1.37193 2.76897 -1.21872
H 0.04011 2.41035 -2.24694
H 0.20964 2.49512 -0.48131
H -1.34318 0.44237 -1.92490
H -1.80306 -0.62590 -0.10226
H 2.35364 -1.04835 0.56635
H 1.75707 0.09964 -0.69926
H 1.43071 -1.60682 -0.81696
H 0.25161 -2.64663 1.46463
H 0.61909 -1.32353 2.56499
H -1.06779 -1.58565 2.06734